# 1
Entry from OMol25: a structure of composition C8H26O5 in a non-equilibrium geometry (the ωB97M-V functional and the def2-TZVPD basis).

The frontier orbital gap is 7.96 eV. The value obtained for the energy is -696.07492 Eh. The calculation puts the energy above the lowest of the compared OMol25 structures with the same formula, charge and spin at 310.9 kcal/mol. As for the total charge: 0. Its spin multiplicity is 1. The value obtained for the lowest unoccupied orbital energy is 0.0099 Ha.

Last column: Löwdin charge in e.
Atoms and positions in Å:
C (14.186858, -18.701225, 7.037986)  -0.0829
C (13.748228, -20.090895, 6.680978)  -0.3447
O (14.831330, -20.970830, 6.856678)  -0.0797
H (14.846651, -18.179842, 6.344493)  0.0718
H (14.614645, -18.747039, 8.039480)  0.0754
H (13.329133, -18.046133, 7.190533)  0.0632
H (13.370753, -20.193878, 5.663631)  0.1191
H (12.941072, -20.377089, 7.355277)  0.0954
H (14.396287, -21.808194, 6.680187)  -0.2948
C (10.379873, -22.061792, 5.152533)  -0.1028
C (9.822312, -22.276567, 3.750534)  -0.2760
O (10.757706, -21.792012, 2.813556)  -0.0631
H (10.650027, -21.033331, 5.392083)  0.1178
H (11.269015, -22.677263, 5.289367)  0.0404
H (9.667598, -22.405027, 5.902834)  0.1017
H (8.889328, -21.726099, 3.629605)  0.1152
H (9.640456, -23.331276, 3.544082)  0.1150
H (10.501410, -22.242055, 2.005240)  0.0842
C (12.538659, -25.796556, 4.372406)  -0.0680
C (12.684467, -24.980573, 5.588214)  -0.3007
O (13.356412, -23.774578, 5.187973)  -0.0764
H (11.886554, -25.426631, 3.581206)  0.0774
H (12.211632, -26.818371, 4.564936)  0.0871
H (13.502139, -25.791020, 3.862720)  0.0854
H (13.228958, -25.504004, 6.374122)  0.1551
H (11.700872, -24.657459, 5.929165)  0.0296
H (12.755025, -23.368732, 4.559307)  0.1189
C (11.314628, -23.676253, 7.068517)  -0.1378
C (11.078525, -22.255666, 7.530245)  -0.3308
O (10.240325, -22.286852, 8.639084)  -0.0454
H (11.739189, -24.373147, 7.791150)  0.1272
H (12.027932, -23.567784, 6.251496)  -0.0061
H (10.361581, -24.077705, 6.724082)  0.1239
H (10.557570, -21.661503, 6.779453)  0.0528
H (12.022612, -21.771249, 7.779523)  0.1079
H (10.707311, -22.643792, 9.398101)  0.0907
O (13.585796, -22.155945, 6.328458)  0.0116
H (12.839510, -22.034379, 5.741499)  0.0888
H (13.847925, -23.067229, 6.197802)  0.0532

Forces on atoms 1 to 2 (eV/Å):
C -0.569 0.773 0.575
C 1.754 0.799 0.770


# 2
Entry from OMol25: a structure of composition C8H27AsF6O5 in a non-equilibrium geometry (the ωB97M-V functional and the def2-TZVPD basis).

The frontier orbital gap is 10.56 eV. The value obtained for the energy is -3532.21898 Eh. The calculation puts the energy above the lowest of the compared OMol25 structures with the same formula, charge and spin at 39.6 kcal/mol. As for the total charge: 0. Its spin multiplicity is 1. The value obtained for the lowest unoccupied orbital energy is 0.0012 Ha.

Last column: Löwdin charge in e.
Atoms and positions in Å:
O (9.219795, -4.490570, 4.622105)  0.2552
H (9.244546, -3.986788, 3.805288)  0.0824
H (9.974218, -4.267820, 5.172399)  0.0721
H (9.234318, -5.441404, 4.490516)  0.0901
As (12.141400, -4.610150, 0.925003)  0.9935
F (13.362270, -3.949424, -0.217184)  -0.2863
F (10.936049, -4.572833, -0.466390)  -0.3129
F (10.808766, -5.253430, 1.994185)  -0.2916
F (13.423807, -4.665523, 2.239353)  -0.3057
F (11.719474, -2.876782, 1.430722)  -0.3010
F (12.634104, -6.258147, 0.472171)  -0.2806
C (6.049163, -4.329423, 3.606329)  -0.0804
C (6.623252, -3.809352, 2.380671)  -0.3415
O (7.899656, -4.377389, 2.173734)  -0.0787
H (5.919693, -5.397075, 3.428977)  0.0789
H (5.141988, -3.773649, 3.843481)  0.0927
H (6.728044, -4.150714, 4.440156)  0.0701
H (6.700833, -2.726618, 2.281855)  0.1025
H (5.940361, -4.082640, 1.576253)  0.1191
H (8.218393, -4.207179, 1.284331)  0.1020
C (12.117075, -1.733298, 5.719383)  -0.0774
C (12.436791, -3.157081, 5.436448)  -0.2971
O (11.393559, -3.967444, 5.886530)  -0.0718
H (11.235149, -1.333190, 5.219155)  0.0597
H (12.962373, -1.231558, 5.248394)  0.0874
H (12.022518, -1.440647, 6.765097)  0.0798
H (13.389226, -3.475232, 5.860415)  0.1297
H (12.485952, -3.313926, 4.358912)  0.1063
H (11.701128, -4.214760, 6.761643)  0.1156
C (7.574646, -8.263551, 3.362032)  -0.0910
C (8.973671, -7.781357, 3.157195)  -0.2782
O (9.435452, -7.223753, 4.405481)  -0.0895
H (7.539609, -9.153369, 3.990606)  0.0760
H (7.182937, -8.544470, 2.384405)  0.0863
H (6.951463, -7.518262, 3.856266)  0.0674
H (8.905922, -7.043204, 2.358041)  0.1028
H (9.643814, -8.571633, 2.818871)  0.1232
H (9.331984, -7.884100, 5.094566)  0.0997
C (8.313676, -0.468148, 3.774647)  -0.0652
C (9.188479, -1.140645, 2.674033)  -0.2544
O (9.925415, -2.242961, 3.215847)  -0.1290
H (7.620311, -1.148650, 4.268885)  0.0658
H (7.748287, 0.384223, 3.397936)  0.0699
H (8.955220, 0.067823, 4.474123)  0.0646
H (9.922322, -0.446071, 2.265216)  0.1205
H (8.557371, -1.568059, 1.894855)  0.0927
H (10.692690, -2.439636, 2.673425)  0.0265

Forces on atoms 1 to 2 (eV/Å):
O -1.478 0.035 0.749
H 0.010 1.003 -1.681


# 3
Entry from OMol25: a structure of composition C8H27BrN9O5Pb in a non-equilibrium geometry (the ωB97M-V functional and the def2-TZVPD basis).

The frontier orbital gap is 3.90 eV. The value obtained for the energy is -3956.69908 Eh. As for the total charge: +1. Its spin multiplicity is 1. The value obtained for the lowest unoccupied orbital energy is -0.2987 Ha.

Last column: Löwdin charge in e.
Atoms and positions in Å:
Pb (-1.438656, -0.937393, 4.759634)  1.2966
Br (-0.272329, -0.784304, 2.150516)  0.0398
C (-2.825628, 0.133425, -1.821997)  -0.6620
O (-3.929626, -0.302434, -2.063980)  0.0588
N (-2.325645, 0.220000, -0.525658)  0.0948
N (-1.910008, 0.593439, -2.728241)  0.1727
H (-1.320661, 0.176383, -0.436615)  0.0027
H (-2.892095, -0.168875, 0.209039)  0.0785
H (-1.079133, 1.078410, -2.455351)  0.0529
H (-2.220240, 0.637962, -3.684925)  0.1141
C (-1.477067, -3.689895, -0.686984)  -0.6762
O (-1.871292, -4.752762, -1.136404)  0.0544
N (-0.248114, -3.198518, -0.957390)  0.1573
N (-2.236554, -2.832343, 0.089818)  0.1288
H (-0.069649, -2.210611, -0.874746)  0.0657
H (0.352867, -3.626432, -1.641366)  0.1173
H (-1.676422, -2.370977, 0.790177)  -0.0584
H (-3.206873, -3.029986, 0.254386)  0.1078
C (-3.171127, 2.855481, 2.109999)  -0.6637
O (-3.906947, 3.418218, 2.905529)  0.0409
N (-3.428871, 2.812284, 0.776278)  0.1755
N (-2.132109, 2.051423, 2.530092)  0.1217
H (-3.113333, 2.022715, 0.230925)  0.0475
H (-4.124746, 3.425834, 0.393794)  0.1199
H (-1.544450, 1.587838, 1.855436)  -0.0130
H (-2.009418, 1.892668, 3.505127)  0.0357
C (3.134476, -3.941938, 0.921115)  -0.6855
O (4.117205, -4.531177, 0.498372)  0.0424
N (3.036077, -2.598324, 1.144391)  0.1497
N (2.039558, -4.647945, 1.324125)  0.1445
H (2.171254, -2.256032, 1.511216)  0.0048
H (3.852622, -2.031163, 1.012283)  0.1017
H (1.236893, -4.208239, 1.731733)  0.0690
H (2.103515, -5.647637, 1.383624)  0.1106
C (-0.015609, 3.072891, -0.454217)  -0.0736
C (1.051250, 2.303642, -1.214325)  -0.3984
C (2.423921, 2.786458, -0.725661)  -0.1765
O (3.498886, 2.222791, -1.500374)  -0.1702
C (4.109543, 1.131783, -0.854980)  -0.1347
N (0.769255, 0.854875, -0.994452)  0.0343
H (0.074622, 4.113774, -0.776440)  0.0943
H (-0.095977, 2.954167, 0.628101)  0.0697
H (-1.044964, 2.847711, -0.747373)  0.0528
H (0.960234, 2.512816, -2.280478)  0.1466
H (2.572086, 2.667326, 0.349441)  0.1282
H (2.557287, 3.813543, -1.072778)  0.1367
H (5.056065, 0.834504, -1.312321)  0.0942
H (3.531960, 0.224406, -0.659131)  0.0628
H (4.526371, 1.500749, 0.096928)  0.0890
H (0.983585, 0.713243, -0.014126)  0.0153
H (1.428033, 0.306247, -1.541783)  0.0821

Forces on atoms 1 to 2 (eV/Å):
Pb 0.797 0.211 -2.245
Br -0.661 -0.242 2.370


Which of these has the highest total charge?
C8H27BrN9O5Pb


Among the records above, which one has the lowest frontier orbital gap?
C8H27BrN9O5Pb